# 1
A single C4H3N3 molecule in a non-equilibrium geometry. Source: the OMol25 dataset; level of theory: ωB97M-V/def2-TZVPD.

Structure (SMILES): [H]/N=C/[C@@H]1N=C1C#N
LUMO level in eV: -0.171
E_tot in Eh: -318.3421
F_max in Eh/bohr: 0.047
Relative energy (zero: lowest compared OMol25 entry of this formula, charge and spin) in kJ/mol: 374.43

Cartesian coordinates (Å):
H  1.834  -1.382  1.055
N  1.067  -0.960  0.539
C  1.284  0.269  0.295
C  0.141  1.051  -0.228
N  -1.173  1.133  0.424
C  -1.103  0.014  -0.145
C  -2.037  -1.017  -0.567
N  -2.693  -1.871  -1.002
H  2.256  0.764  0.385
H  0.423  1.998  -0.755

# 2
A molecular structure, C31H48N2O6Se2SiV in a non-equilibrium geometry. Source: the OMol25 dataset; level of theory: ωB97M-V/def2-TZVPD.

LUMO level (alpha / beta) in eV: -3.280 / -2.965
E_tot in Eh: -7807.4193
Charge: +1
F_max in Eh/bohr: 0.106
Multiplicity: 3
Relative energy (zero: lowest compared OMol25 entry of this formula, charge and spin) in kJ/mol: 210.20

Cartesian coordinates (Å):
V  -1.011  -1.196  1.345
C  -3.607  -1.422  4.018
Se  -1.892  -2.192  3.546
C  -2.605  -3.970  2.975
C  -3.123  -4.008  1.551
Se  -1.868  -3.225  0.240
C  -0.338  -4.438  0.368
H  -4.018  -1.982  4.860
H  -4.283  -1.448  3.164
H  -3.411  -0.396  4.326
H  -3.389  -4.270  3.676
H  -1.773  -4.671  3.090
H  -4.025  -3.395  1.429
H  -3.349  -5.035  1.239
H  -0.595  -5.402  -0.078
H  -0.017  -4.573  1.404
H  0.448  -3.952  -0.217
C  2.989  -1.612  -2.252
C  1.946  -0.523  -2.487
C  2.412  0.804  -1.901
C  1.641  -0.374  -3.976
O  0.757  -0.959  -1.814
Si  -0.710  -0.312  -1.741
O  -1.135  -0.698  -0.165
O  -0.718  1.293  -1.814
C  -1.741  2.231  -2.157
C  -3.020  1.888  -1.395
C  -1.960  2.186  -3.666
C  -1.205  3.597  -1.735
O  -1.798  -0.925  -2.770
C  -2.020  -2.069  -3.599
C  -1.001  -3.170  -3.314
C  -3.433  -2.567  -3.287
C  -1.927  -1.627  -5.066
H  3.922  -1.348  -2.739
H  2.646  -2.564  -2.649
H  3.171  -1.723  -1.187
H  3.345  1.116  -2.362
H  2.554  0.686  -0.834
H  1.650  1.558  -2.064
H  2.489  0.039  -4.512
H  0.788  0.287  -4.098
H  1.395  -1.340  -4.410
H  -3.416  0.942  -1.755
H  -3.769  2.664  -1.527
H  -2.790  1.784  -0.333
H  -2.251  1.186  -3.966
H  -1.034  2.443  -4.174
H  -2.733  2.891  -3.957
H  -1.106  3.621  -0.657
H  -1.871  4.394  -2.056
H  -0.221  3.755  -2.168
H  -1.044  -3.431  -2.255
H  0.003  -2.828  -3.539
H  -1.220  -4.059  -3.901
H  -3.483  -2.915  -2.256
H  -3.705  -3.384  -3.948
H  -4.138  -1.750  -3.409
H  -0.987  -1.112  -5.249
H  -2.746  -0.961  -5.327
H  -1.982  -2.499  -5.713
O  -1.035  -0.106  4.635
C  -0.155  0.260  3.862
N  0.871  1.079  4.151
C  1.641  1.409  2.960
C  1.052  0.371  1.997
O  1.519  -0.030  0.953
N  -0.054  -0.173  2.561
C  3.117  1.112  3.063
C  3.960  1.568  2.057
C  5.305  1.249  2.088
C  5.813  0.474  3.118
C  4.969  0.008  4.112
C  3.622  0.321  4.083
C  1.333  2.858  2.623
C  1.991  3.844  3.350
C  1.632  5.172  3.213
C  0.607  5.524  2.351
C  -0.044  4.546  1.621
C  0.314  3.212  1.750
H  0.962  1.579  5.020
H  3.555  2.172  1.260
H  5.958  1.607  1.307
H  6.865  0.235  3.148
H  5.355  -0.605  4.913
H  2.960  -0.047  4.852
H  2.783  3.565  4.029
H  2.140  5.930  3.789
H  0.312  6.556  2.247
H  -0.846  4.831  0.958
H  -0.190  2.443  1.174

# 3
2 unconnected molecules or ions with the total composition C2H6INO3 in a non-equilibrium geometry. Source: the OMol25 dataset; level of theory: ωB97M-V/def2-TZVPD.

LUMO level (alpha / beta) in eV: -2.200 / -2.199
E_tot in Eh: -657.6645
F_max in Eh/bohr: 0.105
Relative energy (zero: lowest compared OMol25 entry of this formula, charge and spin) in kJ/mol: 197.32

Cartesian coordinates (Å):
C  0.020  2.305  -0.362
C  -0.176  -2.109  0.320
N  0.167  0.170  0.312
O  -0.567  1.289  0.338
O  -0.586  -0.878  0.712
O  2.538  0.405  1.399
I  3.319  -0.189  -0.193
H  0.391  2.013  -1.317
H  0.734  2.838  0.342
H  -0.823  2.973  -0.620
H  -0.879  -2.887  0.845
H  0.941  -2.189  0.756
H  -0.246  -2.399  -0.750

# 4
9 unconnected molecules or ions with the total composition C24H54Cl6N6O6 in a non-equilibrium geometry. Source: the OMol25 dataset; level of theory: ωB97M-V/def2-TZVPD.

Structure (SMILES): CN(C)C=O.CN(C)C=O.CN(C)C=O.CN(C)C=O.CN(C)C=O.CN(C)C=O.ClCCCl.ClCCCl.ClCCCl
LUMO level in eV: 0.381
E_tot in Eh: -4487.9749
F_max in Eh/bohr: 0.039
Relative energy (zero: lowest compared OMol25 entry of this formula, charge and spin) in kJ/mol: 255.96

Cartesian coordinates (Å):
C  -1.336  -30.654  -28.226
N  -2.493  -31.307  -27.679
C  -3.728  -31.119  -28.410
C  -2.511  -32.064  -26.551
O  -3.496  -32.463  -25.967
H  -0.393  -31.098  -27.903
H  -1.337  -29.571  -28.114
H  -1.299  -30.854  -29.304
H  -3.602  -31.477  -29.433
H  -4.519  -31.677  -27.912
H  -4.116  -30.100  -28.412
H  -1.487  -32.316  -26.223
C  -9.528  -30.339  -22.699
N  -9.246  -31.284  -21.592
C  -8.021  -32.075  -21.595
C  -9.948  -31.179  -20.448
O  -9.721  -31.761  -19.407
H  -9.874  -29.390  -22.301
H  -10.352  -30.801  -23.250
H  -8.674  -30.314  -23.367
H  -8.146  -33.058  -22.047
H  -7.254  -31.487  -22.095
H  -7.735  -32.178  -20.548
H  -10.802  -30.490  -20.578
C  -4.226  -24.838  -22.786
N  -3.723  -23.518  -22.469
C  -2.580  -23.357  -21.577
C  -4.289  -22.407  -22.989
O  -5.294  -22.434  -23.671
H  -3.467  -25.319  -23.416
H  -5.044  -24.810  -23.503
H  -4.462  -25.411  -21.896
H  -2.215  -24.336  -21.274
H  -1.753  -22.834  -22.062
H  -2.822  -22.795  -20.675
H  -3.692  -21.500  -22.835
C  -1.612  -28.708  -21.584
N  -2.049  -30.029  -21.985
C  -2.696  -30.863  -20.948
C  -2.299  -30.388  -23.259
O  -1.902  -29.776  -24.246
H  -0.864  -28.800  -20.795
H  -2.486  -28.193  -21.183
H  -1.158  -28.212  -22.438
H  -3.753  -31.053  -21.127
H  -2.208  -31.837  -20.870
H  -2.504  -30.319  -20.025
H  -3.004  -31.227  -23.396
C  -6.991  -28.933  -19.691
N  -6.137  -28.011  -18.958
C  -4.867  -27.645  -19.583
C  -6.472  -27.472  -17.774
O  -5.736  -26.734  -17.144
H  -8.005  -28.838  -19.313
H  -6.668  -29.965  -19.514
H  -6.858  -28.798  -20.764
H  -5.133  -27.345  -20.598
H  -4.338  -26.825  -19.110
H  -4.232  -28.529  -19.525
H  -7.494  -27.675  -17.427
C  -3.287  -24.383  -26.425
N  -2.006  -25.035  -26.398
C  -1.610  -25.921  -27.472
C  -1.167  -24.816  -25.347
O  -0.092  -25.352  -25.210
H  -3.317  -23.627  -25.643
H  -4.147  -25.038  -26.218
H  -3.629  -23.989  -27.385
H  -1.972  -25.381  -28.355
H  -0.533  -25.929  -27.636
H  -1.981  -26.923  -27.259
H  -1.604  -24.108  -24.622
Cl  -8.554  -27.792  -26.067
C  -8.363  -26.695  -24.698
C  -9.770  -26.197  -24.324
Cl  -9.732  -25.422  -22.715
H  -7.766  -25.842  -25.009
H  -7.887  -27.221  -23.874
H  -10.477  -27.020  -24.310
H  -10.060  -25.471  -25.078
Cl  -8.971  -32.716  -26.047
C  -7.682  -32.323  -27.213
C  -7.234  -33.607  -27.896
Cl  -6.331  -33.313  -29.445
H  -6.863  -31.775  -26.755
H  -8.092  -31.655  -27.975
H  -8.021  -34.302  -28.149
H  -6.464  -33.999  -27.233
Cl  -5.490  -29.586  -23.031
C  -5.084  -29.552  -24.778
C  -4.626  -28.166  -25.161
Cl  -4.532  -27.995  -26.926
H  -6.018  -29.869  -25.249
H  -4.400  -30.357  -25.042
H  -3.604  -28.141  -24.771
H  -5.155  -27.326  -24.721